Record 1
Entry from the Open Molecules 2025 dataset: a structure of composition C2Ag7O6 (ωB97M-V with the def2-TZVPD basis set).

Each line ends with the natural charge from an NBO analysis.
CARTESIAN COORDINATES (ANGSTROEM)
Ag -0.03 -1.27 -2.49  0.974
Ag 1.82 1.46 -1.14  0.969
Ag -1.48 1.13 -0.08  0.849
Ag 3.54 -1.07 2.91  0.827
Ag -3.03 -0.81 1.95  0.990
Ag 1.62 -3.54 2.30  0.635
Ag 0.02 -1.22 3.76  0.765
C 0.32 -0.79 0.97  0.969
O -0.85 -0.66 1.39  -0.964
O 0.68 -0.53 -0.20  -0.890
O 1.28 -1.02 1.76  -0.973
C -0.95 2.09 -2.78  0.905
O -1.02 2.51 -3.97  -0.410
O -0.21 1.16 -2.47  -0.939
O -1.71 2.56 -1.91  -0.707

Output
* charge: +3

=====

Record 2
Entry from the Open Molecules 2025 dataset: a structure of composition C2AgFO (ωB97M-V with the def2-TZVPD basis set).

Each line ends with the natural charge from an NBO analysis.
CARTESIAN COORDINATES (ANGSTROEM)
C 0.09 -0.01 0.16  0.009
O -0.93 -0.84 -0.73  -0.454
C -1.34 -0.25 0.33  0.151
F 0.80 -0.94 0.95  -0.389
Ag 1.38 2.04 -0.71  0.683

=====

What strongest force on any atom values result from the calculations? In sequence: 7.5; 2.1 eV/A.
What HOMO-LUMO gap values result from the calculations? In sequence: 1.80; 6.18 eV.
What total energy values result from the calculations? In sequence: -42316.4247; -10831.7353 eV.